Density functional theory data (ωB97M-V/def2-TZVPD) for an isolated molecule of C10H10FP at a distorted geometry.

Calculated values
- Maximum force: 5.00 eV/Å

```
! wB97M-V def2-TZVPD RIJCOSX def2/J DEFGRID3
* xyz 0 1
C 3.16 1.02 -0.01
C 2.09 0.06 -0.02
C 2.36 -1.30 0.01
C 1.33 -2.25 -0.07
C 0.08 -1.86 -0.19
C -0.34 -0.51 -0.22
C -1.70 -0.20 0.02
P -2.94 -1.24 0.39
C -3.85 0.74 0.37
F -4.82 1.07 -0.53
C -2.44 1.21 -0.15
C 0.72 0.42 -0.11
H 3.15 1.71 -0.99
H 3.08 1.87 0.65
H 4.11 0.62 0.12
H 3.37 -1.72 -0.16
H 1.54 -3.29 0.07
H -0.73 -2.54 0.03
H -4.10 1.16 1.41
H -1.91 2.01 0.45
H -2.67 1.49 -1.12
H 0.50 1.50 0.03
*
```

Density functional theory data (ωB97M-V/def2-TZVPD) for a structure of composition C17H18BrCuN5O3S at a distorted geometry.

Calculated values
- Maximum force: 6.74 eV/Å

```
! wB97M-V def2-TZVPD RIJCOSX def2/J DEFGRID3
* xyz 1 1
C 5.64 -0.39 1.04
C 5.23 0.55 -0.22
C 6.45 1.41 -0.79
C 4.48 -0.35 -1.37
C 3.11 -0.90 -0.70
C 1.94 0.12 -0.62
C 0.53 -0.21 0.04
N -0.42 0.87 0.07
C -1.59 0.40 0.73
C -2.79 1.48 0.91
O -3.08 1.73 2.33
N -2.70 3.03 2.56
O -1.56 3.06 2.95
C -1.86 -1.03 1.30
C -3.25 -1.41 2.03
C -4.54 -1.32 1.06
S -4.14 -1.48 -0.76
C -5.20 -0.15 -1.52
N -6.56 0.22 -1.21
N -6.99 1.28 -1.97
C -5.83 1.57 -2.78
O -4.71 0.71 -2.54
N -0.87 -2.06 1.23
C 0.35 -1.64 0.61
C 1.54 -2.69 0.53
C 2.92 -2.35 -0.12
Br 4.44 -3.63 -0.21
H 6.15 -1.37 0.69
H 4.66 -0.67 1.57
H 6.36 0.16 1.76
H 4.43 1.30 0.14
H 7.39 0.79 -1.03
H 6.73 2.18 0.02
H 6.19 2.02 -1.74
H 4.26 0.39 -2.23
H 5.16 -1.20 -1.73
H 2.10 1.17 -1.06
H -2.43 2.47 0.46
H -3.75 1.18 0.37
H -3.13 -2.47 2.46
H -3.34 -0.71 2.95
H -5.01 -0.28 1.25
H -5.36 -2.07 1.39
H -5.69 2.42 -3.56
H 1.44 -3.75 0.98
Cu -6.69 1.60 -5.29
*
```

Number 1: E_HOMO -8.427 eV, M 180.16 g mol⁻¹, E_tot -22535.3642 eV. Number 2: E_HOMO -10.392 eV, M 515.88 g mol⁻¹, E_tot -157009.5843 eV.